Density functional theory data (ωB97M-V/def2-TZVPD) for a 2-piece molecular cluster, C6H13NO overall.

Calculated values
net charge: +1
2S+1: 2
total energy: -366.05796 hartree
ΔE to the lowest compared entry with this formula, charge and spin: 136.48 kJ/mol
LUMO level (spin up / spin down): -3.11 / -7.27 eV

Positions of all 21 atoms, in Å:
C (0.961, -1.714, -1.391)
N (-0.145, -0.777, -1.340)
C (0.068, 0.567, -1.060)
C (0.311, 1.441, -2.051)
C (0.756, 1.177, 2.700)
C (0.810, 0.706, 1.289)
C (-0.097, 1.001, 0.345)
H (1.378, -1.966, -0.406)
H (1.768, -1.270, -1.951)
H (0.652, -2.653, -1.836)
H (-0.940, -1.104, -0.765)
H (0.377, 2.524, -1.957)
H (0.571, 1.054, -3.042)
H (0.924, 0.276, 3.309)
H (1.568, 1.854, 2.961)
H (-0.196, 1.649, 2.921)
H (1.782, 0.367, 0.921)
H (-1.114, 1.326, 0.569)
H (-3.055, -1.261, 1.055)
H (-1.896, -2.369, 0.996)
O (-2.103, -1.426, 0.950)